Molecular formula: C26H29BN3
Method: DFT, ωB97M-V with the def2-TZVPD basis set

Computed properties:
total charge: +1
total energy: -1196.9637 Ha
HOMO level: -9.2 eV

Bonds (Å) are listed after each position.
Cartesian coordinates (Å):
1 C 2.0046 8.3048 0.4921  N2 1.443, H23 1.093, H24 1.095, H25 1.099
2 N 1.8065 6.8767 0.4253  C1 1.443, C3 1.448, C4 1.370
3 C 2.5718 6.2670 -0.6425  N2 1.448, H26 1.094, H27 1.097, H28 1.099
4 C 1.1807 6.1704 1.4192  N2 1.370, C5 1.425, C22 1.421
5 C 0.4030 6.8538 2.3979  C4 1.425, C6 1.389, H29 1.090
6 C -0.3345 6.1327 3.3290  C5 1.389, C7 1.409, H30 1.103
7 C -0.2838 4.7248 3.3447  C6 1.409, C8 1.516, C21 1.399
8 C -1.0585 3.9764 4.4109  C7 1.516, C9 1.538, C16 1.524, H41 1.083
9 C -0.7260 2.5500 4.8819  C8 1.538, C10 1.415, C14 1.393
10 C -1.9356 1.9031 5.2293  C9 1.415, C11 1.398, C15 1.468
11 C -1.9282 0.6912 5.9263  C10 1.398, C12 1.401, H31 1.089
12 C -0.7064 0.2235 6.4274  C11 1.401, C13 1.407, H32 1.088
13 C 0.4964 0.8914 6.1319  C12 1.407, C14 1.408, H33 1.096
14 C 0.4936 2.0481 5.3292  C9 1.393, C13 1.408, H34 1.094
15 C -3.0727 2.7158 4.7798  C10 1.468, C16 1.415, C20 1.400
16 C -2.5659 3.9023 4.1976  C8 1.524, C15 1.415, C17 1.386
17 C -3.3881 4.8569 3.6196  C16 1.386, C18 1.399, H35 1.087
18 C -4.7592 4.5822 3.5861  C17 1.399, C19 1.407, H36 1.084
19 C -5.2913 3.4122 4.1591  C18 1.407, C20 1.411, H37 1.093
20 C -4.4479 2.4534 4.7586  C15 1.400, C19 1.411, H38 1.101
21 C 0.4679 4.0385 2.3855  C7 1.399, C22 1.399, H39 1.097
22 C 1.2611 4.7531 1.4808  C4 1.421, C21 1.399, H40 1.093
23 H 1.8281 8.6891 1.4997  C1 1.093
24 H 3.0453 8.5039 0.2163  C1 1.095
25 H 1.3584 8.8367 -0.2206  C1 1.099
26 H 2.0634 5.4086 -1.0908  C3 1.094
27 H 2.7162 7.0361 -1.4118  C3 1.097
28 H 3.5615 5.9485 -0.2849  C3 1.099
29 H 0.3392 7.9412 2.3630  C5 1.090
30 H -0.9738 6.6940 4.0311  C6 1.103
31 H -2.8582 0.1482 6.0882  C11 1.089
32 H -0.6692 -0.6745 7.0404  C12 1.088
33 H 1.4333 0.5225 6.5641  C13 1.096
34 H 1.4159 2.5638 5.0477  C14 1.094
35 H -2.9603 5.7817 3.2414  C17 1.087
36 H -5.4243 5.2879 3.1025  C18 1.084
37 H -6.3726 3.2514 4.1473  C19 1.093
38 H -4.8070 1.4890 5.1513  C20 1.101
39 H 0.3872 2.9446 2.3552  C21 1.097
40 H 1.9147 4.2255 0.7821  C22 1.093
41 H -0.8517 4.5527 5.3043  C8 1.083
42 B -1.9537 8.5554 8.0907  H43 1.200, H44 1.191, C45 1.592
43 H -1.8388 9.3808 7.2272  B42 1.200
44 H -2.9479 7.9766 8.3971  B42 1.191
45 C -0.6265 7.7849 8.5146  B42 1.592, N46 1.377, N50 1.351
46 N -0.3776 8.5532 9.6293  C45 1.377, C47 1.447, C48 1.366
47 C -1.3905 9.5392 9.9395  N46 1.447, H52 1.099, H53 1.108, H54 1.109
48 C 0.7438 8.1144 10.2745  N46 1.366, C49 1.376, H55 1.078
49 C 1.2194 7.0461 9.5485  C48 1.376, N50 1.396, H56 1.081
50 N 0.3508 6.8534 8.4732  C45 1.351, C49 1.396, C51 1.469
51 C 0.5031 5.7513 7.5148  N50 1.469, H57 1.100, H58 1.106, H59 1.103
52 H -1.1967 10.2181 10.7820  C47 1.099
53 H -1.4976 10.1270 9.0063  C47 1.108
54 H -2.3407 8.9872 10.0870  C47 1.109
55 H 1.1243 8.5727 11.1725  C48 1.078
56 H 2.0727 6.4037 9.7122  C49 1.081
57 H 1.4459 5.2658 7.8054  C51 1.100
58 H -0.3344 5.0315 7.5772  C51 1.106
59 H 0.5692 6.1180 6.4762  C51 1.103